Version A
A single C2H4NPS molecule. Source: OMol25; level of theory: wB97M-V/def2-TZVPD.

Values from the calculation:
E_LUMO (spin up / spin down), eV: -1.525 / -1.526
Orbital gap (spin up / spin down), eV: 6.64 / 6.64
SMILES: S=PN1CC1

```
! wB97M-V def2-TZVPD RIJCOSX def2/J DEFGRID3
* xyz 0 1
S -4.18 -0.73 0.08
P -2.63 1.22 0.06
N -1.19 0.58 -0.29
C -0.29 -0.52 -0.05
C 0.15 0.88 0.10
H -0.04 -1.24 -0.88
H -0.46 -0.97 0.96
H 0.05 1.18 1.20
H 0.80 1.40 -0.53
*
```



Version B
C2H4NPS as an isolated structure. Source: OMol25; level of theory: wB97M-V/def2-TZVPD.

Values from the calculation:
E_LUMO (spin up / spin down), eV: -0.869 / -0.868
Orbital gap (spin up / spin down), eV: 7.88 / 7.88

```
! wB97M-V def2-TZVPD RIJCOSX def2/J DEFGRID3
* xyz 0 1
C -1.10 1.11 0.06
C 0.61 -1.22 -0.33
N 0.08 1.48 -0.07
P 1.33 0.29 0.13
S -1.66 -0.49 0.18
H -1.81 1.96 0.11
H 0.18 -1.08 -1.39
H 1.00 -2.25 -0.21
H 1.37 0.20 1.52
*
```



Sorted by energy, starting with the most stable: version B, version A.



Version A
A 4-piece molecular cluster, C3H15N2O3 overall. Source: OMol25; level of theory: wB97M-V/def2-TZVPD.

Values from the calculation:
E_LUMO, eV: -2.753
Orbital gap, eV: 9.32

```
! wB97M-V def2-TZVPD RIJCOSX def2/J DEFGRID3
* xyz 1 1
C 1.39 -0.37 1.98
C 0.57 -0.34 0.75
C 0.94 0.50 -0.25
N 0.46 0.42 -1.63
N -0.40 -1.27 0.59
H 2.33 0.18 1.93
H 1.73 -1.40 2.16
H 0.92 -0.03 2.90
H 1.62 1.30 -0.03
H 0.64 1.26 -2.16
H -0.55 0.25 -1.62
H 0.92 -0.36 -2.10
H -0.54 -1.99 1.27
H -1.22 -1.20 0.01
H -4.67 -1.96 -0.62
H -4.83 -0.62 0.04
O -4.15 -1.23 -0.21
H 4.10 2.67 1.60
H 4.74 2.78 0.29
O 4.14 2.22 0.76
H -3.02 -0.16 -1.20
H -2.79 -0.57 -2.57
O -2.33 -0.07 -1.89
*
```



Version B
A 4-piece molecular cluster, C3H15N2O3 overall. Source: OMol25; level of theory: wB97M-V/def2-TZVPD.

Values from the calculation:
E_LUMO, eV: -2.971
Orbital gap, eV: 9.19

```
! wB97M-V def2-TZVPD RIJCOSX def2/J DEFGRID3
* xyz 1 1
C -0.64 2.35 -1.12
C -0.31 0.95 -0.75
C 0.88 0.31 -1.04
N 1.84 0.72 -1.95
N -1.32 0.43 0.14
H -0.80 2.98 -0.23
H -1.39 2.49 -1.94
H 0.39 2.63 -1.58
H 0.94 -0.67 -0.48
H 1.64 1.24 -2.75
H 2.70 0.44 -1.91
H -1.28 0.95 1.00
H -1.34 -0.56 0.54
H -2.30 0.56 -0.24
H -0.85 -2.90 1.87
H -2.19 -2.56 2.58
O -1.67 -2.46 1.79
H 2.33 -4.69 -0.22
H 3.53 -5.45 -0.42
O 3.21 -4.65 -0.15
H -1.91 2.75 2.53
H -0.31 2.69 2.38
O -1.16 2.43 1.95
*
```



Sorted by energy, starting with the most stable: version A, version B.